Molecular formula: C44H61N11
Method: DFT, the ωB97M-V functional and the def2-TZVPD basis

Calculated values
HOMO energy: -8.054 eV
F_max: 0.020 Eh/bohr
relative energy (zero: lowest compared OMol25 entry of this formula, charge and spin): 0.0 kcal per mole
HOMO-LUMO gap: 0.319 Ha
DFT total energy: -2315.44022 hartree

Last columns: bonded neighbours and bond lengths (Å).
Atoms and positions in Å:
1 C -8.07204 13.21466 -29.78996  C2 1.512, H6 1.090, H7 1.094, H8 1.091
2 C -9.52294 13.55805 -30.03861  C1 1.512, C3 1.535, H9 1.089, H10 1.093
3 C -10.48999 12.47413 -29.54347  C2 1.535, C4 1.455, H11 1.091, H12 1.098
4 C -10.70265 12.43798 -28.10418  C3 1.455, N5 1.151
5 N -10.91080 12.42800 -26.97185  C4 1.151
6 H -7.86919 13.09938 -28.72528  C1 1.090
7 H -7.41070 13.97669 -30.21228  C1 1.094
8 H -7.78321 12.28564 -30.28472  C1 1.091
9 H -9.75068 13.68296 -31.09656  C2 1.089
10 H -9.79874 14.45679 -29.48185  C2 1.093
11 H -10.22341 11.47579 -29.89210  C3 1.091
12 H -11.49196 12.64275 -29.95857  C3 1.098
13 C -7.15671 8.04525 -32.00213  C14 1.525, H18 1.095, H19 1.088, H20 1.089
14 C -6.36965 9.29374 -31.61901  C13 1.525, C15 1.538, H21 1.093, H22 1.095
15 C -6.25721 9.49570 -30.09875  C14 1.538, C16 1.459, H23 1.094, H24 1.091
16 C -7.54263 9.73499 -29.45024  C15 1.459, N17 1.147
17 N -8.53072 9.94885 -28.90777  C16 1.147
18 H -8.10329 8.05479 -31.45134  C13 1.095
19 H -6.61756 7.13683 -31.74074  C13 1.088
20 H -7.42411 8.05276 -33.05787  C13 1.089
21 H -6.77365 10.19391 -32.09041  C14 1.093
22 H -5.34407 9.25205 -31.99910  C14 1.095
23 H -5.62067 10.36113 -29.89298  C15 1.094
24 H -5.78428 8.61987 -29.65309  C15 1.091
25 C -11.18991 10.76326 -24.06125  C26 1.515, H30 1.094, H31 1.091, H32 1.091
26 C -12.17744 11.90095 -23.89811  C25 1.515, C27 1.530, H33 1.094, H34 1.094
27 C -13.56327 11.61364 -24.47924  C26 1.530, C28 1.461, H35 1.094, H36 1.088
28 C -14.20200 10.48166 -23.81267  C27 1.461, N29 1.149
29 N -14.70587 9.58360 -23.30395  C28 1.149
30 H -10.21688 11.06786 -23.66350  C25 1.094
31 H -10.99466 10.54662 -25.11234  C25 1.091
32 H -11.49394 9.85936 -23.53138  C25 1.091
33 H -11.73951 12.77277 -24.39288  C26 1.094
34 H -12.20858 12.23619 -22.85670  C26 1.094
35 H -13.41313 11.32569 -25.52377  C27 1.094
36 H -14.18630 12.50450 -24.44971  C27 1.088
37 N -6.93715 12.74069 -24.48892  C38 1.369, C41 1.373, H42 1.004
38 C -7.76968 13.04325 -25.53286  N37 1.369, C39 1.369, H43 1.078
39 C -7.30096 14.19571 -26.10432  C38 1.369, C40 1.422, H44 1.079
40 C -6.06509 14.52092 -25.48023  C39 1.422, C41 1.372, H45 1.077
41 C -5.87834 13.61423 -24.46763  N37 1.373, C40 1.372, H46 1.076
42 H -7.09128 12.06228 -23.76464  N37 1.004
43 H -8.68207 12.50340 -25.72863  C38 1.078
44 H -7.77496 14.70461 -26.92965  C39 1.079
45 H -5.40067 15.34041 -25.69651  C40 1.077
46 H -5.12729 13.50529 -23.70439  C41 1.076
47 N -8.01758 19.25925 -28.28188  C48 1.374, C51 1.361, H52 1.003
48 C -7.09661 19.13348 -29.29351  N47 1.374, C49 1.364, H53 1.075
49 C -7.21838 17.86846 -29.78821  C48 1.364, C50 1.423, H54 1.080
50 C -8.24316 17.19895 -29.06247  C49 1.423, C51 1.370, H55 1.075
51 C -8.74865 18.11582 -28.17932  N47 1.361, C50 1.370, H56 1.080
52 H -8.20249 20.11593 -27.79346  N47 1.003
53 H -6.40764 19.91737 -29.55159  C48 1.075
54 H -6.60082 17.41939 -30.55175  C49 1.080
55 H -8.49053 16.16093 -29.19504  C50 1.075
56 H -9.41487 18.05548 -27.33143  C51 1.080
57 N -13.88684 16.03178 -29.60464  C58 1.368, C61 1.374, H62 1.004
58 C -12.90115 16.86879 -29.15756  N57 1.368, C59 1.367, H63 1.077
59 C -12.31049 16.26884 -28.08005  C58 1.367, C60 1.422, H64 1.076
60 C -12.93358 15.00165 -27.91225  C59 1.422, C61 1.364, H65 1.076
61 C -13.92123 14.88672 -28.84539  N57 1.374, C60 1.364, H66 1.076
62 H -14.50944 16.26271 -30.35714  N57 1.004
63 H -12.68242 17.77111 -29.70306  C58 1.077
64 H -11.46166 16.58176 -27.49753  C59 1.076
65 H -12.60148 14.29187 -27.17474  C60 1.076
66 H -14.64183 14.12671 -29.09320  C61 1.076
67 N -5.38596 11.86087 -27.49650  C68 1.358, C71 1.363, H72 1.013
68 C -4.55426 10.82513 -27.21509  N67 1.358, C69 1.374, H73 1.077
69 C -3.51262 10.86084 -28.11071  C68 1.374, C70 1.419, H74 1.078
70 C -3.73118 11.97205 -28.96632  C69 1.419, C71 1.373, H75 1.078
71 C -4.92133 12.53889 -28.58367  N67 1.363, C70 1.373, H76 1.076
72 H -6.14979 12.21959 -26.93680  N67 1.013
73 H -4.74931 10.11860 -26.42654  C68 1.077
74 H -2.74813 10.10741 -28.20941  C69 1.078
75 H -3.12221 12.35873 -29.76797  C70 1.078
76 H -5.46071 13.39946 -28.93906  C71 1.076
77 N -16.50684 11.02063 -29.79200  C78 1.373, C81 1.367, H82 1.004
78 C -15.23396 11.51239 -29.94485  N77 1.373, C79 1.367, H83 1.077
79 C -14.53499 11.16286 -28.82346  C78 1.367, C80 1.420, H84 1.080
80 C -15.38009 10.35902 -28.01346  C79 1.420, C81 1.367, H85 1.077
81 C -16.60730 10.33213 -28.61573  N77 1.367, C80 1.367, H86 1.077
82 H -17.28791 11.31194 -30.35195  N77 1.004
83 H -14.93324 12.19307 -30.72331  C78 1.077
84 H -13.51800 11.41375 -28.56129  C79 1.080
85 H -15.12937 9.81968 -27.11506  C80 1.077
86 H -17.55718 9.89089 -28.36682  C81 1.077
87 N -12.31541 9.00008 -32.29289  C88 1.372, C91 1.366, H92 1.004
88 C -11.14635 8.61182 -32.89726  N87 1.372, C89 1.363, H93 1.077
89 C -10.34243 9.70834 -32.99912  C88 1.363, C90 1.428, H94 1.078
90 C -11.04241 10.80245 -32.40643  C89 1.428, C91 1.365, H95 1.077
91 C -12.25649 10.33235 -31.99733  N87 1.366, C90 1.365, H96 1.077
92 H -13.06468 8.40512 -31.98801  N87 1.004
93 H -10.96624 7.57362 -33.11776  C88 1.077
94 H -9.33250 9.68364 -33.37574  C89 1.078
95 H -10.69146 11.81655 -32.31730  C90 1.077
96 H -13.05185 10.78845 -31.43169  C91 1.077
97 N -11.59936 17.04371 -23.75909  C98 1.368, C101 1.366, H102 1.004
98 C -10.23807 17.17793 -23.78953  N97 1.368, C99 1.368, H103 1.076
99 C -9.75599 16.24927 -24.67143  C98 1.368, C100 1.418, H104 1.077
100 C -10.85314 15.46648 -25.11325  C99 1.418, C101 1.371, H105 1.077
101 C -11.98368 15.99652 -24.54788  N97 1.366, C100 1.371, H106 1.077
102 H -12.21423 17.61869 -23.21268  N97 1.004
103 H -9.71798 17.93076 -23.22354  C98 1.076
104 H -8.73952 16.01701 -24.94264  C99 1.077
105 H -10.81427 14.67576 -25.84377  C100 1.077
106 H -13.01733 15.71924 -24.66547  C101 1.077
107 N -3.88434 15.88832 -33.45353  C108 1.368, C111 1.369, H112 1.004
108 C -4.71786 14.81301 -33.59856  N107 1.368, C109 1.365, H113 1.075
109 C -5.05156 14.38742 -32.34498  C108 1.365, C110 1.417, H114 1.079
110 C -4.39581 15.22634 -31.40957  C109 1.417, C111 1.371, H115 1.079
111 C -3.68809 16.15715 -32.12590  N107 1.369, C110 1.371, H116 1.076
112 H -3.35199 16.36071 -34.16220  N107 1.004
113 H -4.99216 14.44028 -34.56931  C108 1.075
114 H -5.82095 13.67992 -32.07755  C109 1.079
115 H -4.63275 15.28474 -30.35856  C110 1.079
116 H -3.01836 16.92749 -31.78483  C111 1.076

These are the Mulliken partial charges, in e, on atoms 1 to 5: C 0.171; C -0.819; C 0.119; C -0.682; N -0.019